This record from OMol25 describes 2 unconnected molecules or ions with the total composition C6H13N. The level of theory is ωB97M-V with the def2-TZVPD basis set.

Summary:
ΔE to the lowest compared entry with this formula, charge and spin = 106.1 kcal/mol
LUMO level = 0.033 hartree
HOMO energy = -0.265 hartree
DFT total energy = -7918.2312 eV

Element x y z (Å)
C: -1.190 0.606 -2.839
C: 1.444 0.365 -0.442
C: 1.018 -1.064 -0.691
N: 0.757 -0.471 0.607
C: 0.857 -0.955 1.963
C: -0.397 -0.296 1.451
C: -0.740 1.124 1.808
H: -1.888 -0.128 -2.423
H: -0.676 0.163 -3.696
H: -1.753 1.482 -3.172
H: 2.506 0.372 -0.156
H: -0.448 0.897 -2.085
H: 1.690 -1.925 -0.629
H: 0.126 -1.250 -1.293
H: 1.514 -0.386 2.616
H: 0.873 -2.034 2.094
H: -1.228 -0.960 1.216
H: -1.459 1.153 2.632
H: 0.159 1.673 2.102
H: -1.166 1.632 0.938